(1)
Density functional theory data (the ωB97M-V functional and the def2-TZVPD basis) for a 5-piece molecular cluster, C24H52BN4O6 overall.

Element x y z (Å)
C: 2.166 3.063 -0.951
C: 1.468 2.913 -2.188
C: 0.316 2.595 -3.314
C: -0.622 1.289 -2.998
C: -0.606 0.778 -1.440
B: 0.433 -0.514 -1.197
O: 1.858 -0.133 -1.225
C: 2.501 -0.452 -2.509
C: 3.059 -1.987 -2.649
C: 3.463 -2.716 -1.239
O: 0.098 -1.103 0.114
C: 0.541 -0.265 1.239
C: -0.664 -0.144 2.391
C: -1.374 1.352 2.364
C: -2.940 1.307 1.801
H: 2.723 3.044 0.101
H: -0.343 3.552 -3.495
H: 0.894 2.364 -4.331
H: -0.405 0.379 -3.715
H: -1.744 1.623 -3.226
H: -0.467 1.631 -0.641
H: -1.691 0.325 -1.231
H: 0.264 -1.353 -2.007
H: 1.652 -0.330 -3.341
H: 3.326 0.356 -2.805
H: 2.317 -2.632 -3.313
H: 4.062 -1.921 -3.292
H: 4.614 -3.030 -1.283
H: 2.858 -3.733 -1.196
H: 3.351 -2.053 -0.281
H: 1.506 -0.728 1.761
H: 0.817 0.838 0.961
H: -1.480 -0.963 2.210
H: -0.244 -0.301 3.474
H: -0.812 2.129 1.693
H: -1.434 1.818 3.447
H: -3.436 0.286 2.105
H: -2.973 1.444 0.616
H: -3.511 2.253 2.233
C: 6.012 -6.942 -0.198
C: 5.437 -6.097 -1.301
O: 4.274 -5.700 -1.280
N: 6.246 -5.770 -2.348
C: 7.628 -6.132 -2.558
H: 5.247 -7.118 0.564
H: 6.332 -7.909 -0.596
H: 6.853 -6.425 0.270
H: 5.787 -5.199 -3.048
H: 8.210 -5.211 -2.641
H: 7.693 -6.683 -3.500
H: 8.026 -6.745 -1.749
C: -5.473 -3.438 1.821
C: -5.288 -2.191 2.640
O: -4.175 -1.723 2.875
N: -6.400 -1.574 3.130
C: -7.782 -1.960 2.969
H: -4.496 -3.814 1.502
H: -5.961 -4.211 2.420
H: -6.065 -3.216 0.929
H: -6.194 -0.742 3.670
H: -8.310 -1.135 2.484
H: -8.206 -2.122 3.963
H: -7.895 -2.866 2.372
C: 4.880 3.604 3.968
C: 3.782 4.457 4.541
O: 4.015 5.394 5.303
N: 2.496 4.168 4.195
C: 2.018 3.121 3.323
H: 5.847 3.958 4.336
H: 4.749 2.566 4.282
H: 4.878 3.676 2.877
H: 1.816 4.786 4.621
H: 1.466 3.588 2.504
H: 1.338 2.486 3.898
H: 2.828 2.513 2.917
C: -4.535 3.672 -4.008
C: -4.468 3.246 -2.568
O: -3.821 2.265 -2.207
N: -5.153 3.983 -1.648
C: -5.964 5.157 -1.865
H: -3.940 2.988 -4.619
H: -5.570 3.639 -4.360
H: -4.126 4.680 -4.119
H: -5.059 3.632 -0.701
H: -5.544 5.973 -1.272
H: -6.975 4.941 -1.511
H: -6.000 5.450 -2.915

For the calculated total energy, the calculation gives -1640.75825 a.u. For the gap between HOMO and LUMO, the calculation gives 0.2178 Ha. The value obtained for the HOMO energy is -0.133 hartree. Its total charge is -1.



(2)
Density functional theory data (the ωB97M-V functional and the def2-TZVPD basis) for C24H52LiN3O15 as an isolated structure.

Element x y z (Å)
Li: -1.092 -0.971 -1.306
N: -1.157 0.615 0.713
O: -0.768 0.937 -0.417
O: -0.892 1.295 1.683
O: -1.693 -0.500 0.704
C: -3.262 2.750 3.221
N: -3.995 1.709 2.500
O: -4.691 2.095 1.531
O: -3.924 0.519 2.791
H: -2.943 2.178 4.092
H: -3.921 3.597 3.416
H: -2.474 3.092 2.550
C: -4.790 -2.214 1.286
N: -5.259 -3.389 2.110
O: -4.530 -4.334 2.076
O: -6.213 -3.281 2.908
H: -3.759 -2.068 1.610
H: -5.324 -1.289 1.505
H: -4.852 -2.512 0.239
C: 0.384 -1.569 -4.138
O: -0.602 -0.935 -3.325
C: -1.652 -0.340 -4.204
C: -2.520 0.534 -3.293
O: -2.921 -0.192 -2.209
C: -3.995 0.436 -1.465
H: 1.110 -2.087 -3.512
H: 0.738 -0.814 -4.841
H: -0.085 -2.322 -4.771
H: -2.216 -1.120 -4.717
H: -1.338 0.331 -5.004
H: -3.419 0.898 -3.791
H: -1.995 1.444 -3.001
H: -4.896 0.371 -2.074
H: -3.758 1.469 -1.210
H: -4.274 -0.181 -0.610
C: -3.029 -3.441 -2.080
O: -1.951 -2.915 -1.273
C: -0.735 -3.701 -1.101
C: 0.274 -2.874 -0.238
O: 0.747 -1.754 -0.950
C: 1.853 -1.052 -0.320
H: -2.652 -3.606 -3.089
H: -3.882 -2.770 -2.184
H: -3.364 -4.345 -1.571
H: -0.306 -3.894 -2.084
H: -0.961 -4.650 -0.616
H: 1.149 -3.509 -0.102
H: -0.085 -2.624 0.760
H: 1.675 -0.818 0.730
H: 2.022 -0.131 -0.878
H: 2.698 -1.740 -0.299
C: -1.636 -2.022 4.090
O: -0.778 -1.498 5.098
C: -0.241 -0.230 4.645
C: 0.607 0.395 5.791
O: 1.811 -0.313 5.929
C: 2.558 -0.030 7.110
H: -2.341 -2.747 4.497
H: -1.161 -2.517 3.243
H: -2.312 -1.278 3.668
H: -0.946 0.505 4.257
H: 0.401 -0.348 3.772
H: 0.022 0.446 6.709
H: 0.857 1.391 5.426
H: 1.991 -0.241 8.016
H: 2.856 1.006 7.274
H: 3.463 -0.630 7.199
C: 2.325 1.875 1.907
O: 3.235 1.595 0.821
C: 3.354 2.665 -0.093
C: 4.541 2.412 -1.002
O: 5.732 2.599 -0.201
C: 6.872 1.872 -0.574
H: 2.723 2.571 2.645
H: 2.057 0.973 2.458
H: 1.478 2.386 1.449
H: 3.391 3.671 0.324
H: 2.472 2.671 -0.733
H: 4.460 3.046 -1.884
H: 4.578 1.379 -1.349
H: 7.183 2.347 -1.505
H: 6.677 0.808 -0.708
H: 7.654 2.016 0.171
C: 2.839 0.881 -3.641
C: 3.707 1.305 -4.637
C: 3.364 2.343 -5.459
C: 2.149 3.004 -5.326
C: 1.219 2.489 -4.445
C: 1.630 1.489 -3.548
H: 3.005 0.065 -2.953
H: 4.673 0.833 -4.740
H: 4.061 2.614 -6.238
H: 1.848 3.777 -6.017
H: 0.253 2.964 -4.355
H: 0.897 1.136 -2.838

As for the expectation value of S²: 0.753. For the calculated total energy, the calculation gives -2245.63861 a.u. The multiplicity is 2. For the gap between HOMO and LUMO (alpha / beta), the calculation gives 0.0743 / 0.2041 Ha. The value obtained for the HOMO energy (alpha / beta) is -0.014 / -0.144 hartree. Its total charge is -1.



(3)
Density functional theory data (the ωB97M-V functional and the def2-TZVPD basis) for a 7-piece molecular cluster, C24H52N4O11S2 overall.

Element x y z (Å)
C: -1.710 -0.117 6.344
C: -0.720 0.650 5.502
O: -0.728 0.628 4.288
N: 0.180 1.396 6.205
C: 1.086 2.306 5.581
H: -1.669 -1.146 5.982
H: -2.716 0.267 6.217
H: -1.406 -0.137 7.389
H: 0.041 1.470 7.198
H: 0.688 3.311 5.429
H: 1.405 1.911 4.614
H: 2.030 2.357 6.129
C: 0.714 0.334 1.166
C: 0.323 1.701 0.698
O: 0.378 1.931 -0.508
N: -0.346 2.513 1.537
C: -0.852 3.791 1.092
H: 0.720 0.081 2.226
H: 1.601 -0.006 0.635
H: -0.044 -0.340 0.750
H: -0.308 2.355 2.532
H: -0.154 4.405 0.531
H: -1.146 4.385 1.968
H: -1.831 3.694 0.614
C: -1.859 5.571 -6.140
C: -1.453 4.378 -5.306
O: -1.561 3.233 -5.698
N: -0.944 4.681 -4.075
C: -0.447 3.721 -3.113
H: -1.075 5.775 -6.867
H: -2.080 6.476 -5.575
H: -2.770 5.283 -6.663
H: -0.869 5.652 -3.829
H: 0.155 2.960 -3.606
H: -1.213 3.286 -2.472
H: 0.266 4.196 -2.435
C: 0.777 -6.568 2.213
C: -0.201 -5.431 2.332
O: -0.929 -5.307 3.296
N: -0.180 -4.550 1.296
C: -0.920 -3.309 1.265
H: 0.453 -7.334 2.920
H: 1.773 -6.297 2.569
H: 0.830 -6.990 1.211
H: 0.247 -4.820 0.428
H: -1.420 -3.099 2.205
H: -1.665 -3.288 0.465
H: -0.261 -2.468 1.046
C: 3.795 -1.840 0.935
C: 2.911 -2.895 1.610
O: 3.577 -3.764 2.502
C: 4.331 -4.704 1.924
O: 4.445 -4.882 0.740
O: 4.910 -5.410 2.891
C: 5.774 -6.457 2.434
H: 3.744 -0.896 1.482
H: 3.413 -1.653 -0.064
H: 4.820 -2.202 0.966
H: 2.399 -3.458 0.818
H: 2.043 -2.481 2.127
H: 5.307 -7.036 1.643
H: 6.056 -7.086 3.272
H: 6.709 -6.024 2.065
C: 3.067 -1.585 -3.299
C: 3.000 -3.025 -2.756
C: 1.684 -3.602 -3.230
S: 0.568 -2.280 -2.723
O: 0.620 -2.243 -1.275
O: -0.695 -2.329 -3.396
C: 1.647 -0.963 -3.321
H: 3.294 -1.648 -4.366
H: 3.756 -0.920 -2.790
H: 2.983 -3.054 -1.668
H: 3.848 -3.593 -3.135
H: 1.322 -4.496 -2.729
H: 1.558 -3.684 -4.311
H: 1.430 -0.108 -2.681
H: 1.248 -0.770 -4.316
C: -4.298 4.160 -0.769
C: -3.955 5.035 -2.005
C: -4.713 4.444 -3.203
S: -5.852 3.184 -2.634
O: -5.240 1.905 -2.836
O: -7.183 3.444 -3.112
C: -5.739 3.691 -0.915
H: -4.231 4.771 0.132
H: -3.608 3.320 -0.686
H: -2.918 5.046 -2.324
H: -4.344 6.019 -1.743
H: -4.044 4.040 -3.968
H: -5.225 5.207 -3.795
H: -5.933 2.842 -0.264
H: -6.472 4.488 -0.814

For the calculated total energy, the calculation gives -2788.74209 a.u. For the gap between HOMO and LUMO, the calculation gives 0.3503 Ha. The value obtained for the HOMO energy is -0.336 hartree. As for the SMILES: O=S1(=O)CCCC1.O=S1(=O)CCCC1.CCOC(=O)OC.CNC(C)=O.CNC(C)=O.CNC(C)=O.CNC(C)=O. Its total charge is 0.